[1]
{"formula": "H37O18", "method": "ωB97M-V/def2-TZVPD", "species": ["O", "H", "H", "H", "H", "O", "O", "H", "H", "H", "H", "O", "H", "O", "H", "H", "H", "H", "H", "H", "O", "H", "H", "O", "H", "H", "H", "O", "O", "H", "H", "H", "O", "H", "H", "H", "O", "O", "H", "H", "O", "H", "H", "O", "H", "H", "H", "H", "O", "O", "H", "H", "O", "O", "H"], "coordinates": [[1.827, -0.967, 1.061], [0.124, -5.397, -2.062], [2.318, -2.122, 5.021], [3.212, 5.021, 0.873], [5.554, 2.277, -0.219], [0.979, 2.202, 3.383], [1.249, -1.599, -1.802], [-0.332, 1.290, -0.900], [0.603, -2.946, -3.195], [1.915, 4.587, 0.094], [-2.355, -0.265, -0.333], [-2.999, 0.139, 0.300], [-3.176, -2.463, 0.370], [3.487, -3.298, -4.435], [-2.758, 5.414, 0.544], [-1.999, -3.607, -0.846], [-4.010, 4.720, 1.142], [-0.985, -0.736, -3.694], [1.309, -1.586, -0.829], [-1.398, 2.396, -1.310], [5.304, 2.120, -1.107], [-0.293, -1.330, 2.034], [-2.237, 0.575, 3.007], [-0.942, 1.588, -1.594], [-2.195, -0.541, 4.088], [5.706, 2.908, -1.463], [1.059, 2.128, 4.327], [-2.497, -0.353, 3.086], [-3.700, 5.230, 0.400], [-0.313, 5.793, 2.355], [2.570, -3.169, -4.865], [-2.408, -0.100, -3.366], [-1.987, -2.676, -0.630], [3.551, -2.731, -3.666], [1.912, -0.875, -2.088], [1.642, -0.343, 1.735], [-0.718, -1.965, 1.424], [2.888, 4.502, 0.157], [-1.063, 5.979, 1.111], [-3.106, 1.100, 0.195], [-1.910, -0.843, -3.707], [2.777, -1.109, 0.912], [-0.128, -2.381, 0.813], [-0.682, 5.257, 1.634], [1.585, -0.869, 5.258], [1.837, 2.349, 3.017], [-1.661, -2.166, -1.384], [-2.925, -2.252, 1.944], [-0.664, -5.096, -2.480], [2.464, -1.166, 5.092], [-0.492, -4.775, -3.337], [0.194, -2.068, -4.359], [-3.629, -2.058, 1.194], [0.857, -2.674, -4.055], [-3.361, -1.049, 1.155]], "atomic_forces_ev_per_a": [[0.380, -1.425, -1.694], [1.077, -0.364, 0.029], [0.453, 0.162, 0.015], [-0.017, 0.750, 0.819], [0.109, -0.350, 1.889], [-1.312, -0.378, -0.501], [1.434, 1.850, 0.463], [-0.258, 0.529, -0.200], [-0.166, -0.107, 1.383], [0.936, 0.211, 0.376], [-0.627, 1.324, 0.552], [0.523, -0.152, -0.478], [0.083, 0.570, 0.177], [-1.454, -0.276, -1.445], [-0.704, -0.361, 0.199], [0.316, -0.523, -0.815], [0.040, -0.129, 0.512], [1.428, 1.188, 0.419], [0.065, 0.271, -0.357], [0.530, -0.251, 0.083], [-0.157, -0.119, -0.855], [0.078, -0.955, -0.878], [-0.115, -0.077, -0.266], [-0.261, -0.309, 0.132], [-1.227, 0.447, -3.351], [0.012, 0.410, -1.043], [0.366, 0.058, 0.578], [1.374, -0.377, 3.853], [0.502, 0.309, -0.700], [0.046, -0.564, 0.088], [2.210, -0.029, 1.565], [0.633, 0.484, 0.001], [-0.336, 0.167, -0.017], [-0.419, 0.177, -0.066], [-1.597, -1.782, 0.564], [0.468, 1.046, 1.037], [-1.339, 0.949, 1.581], [-0.968, -0.942, -1.095], [0.187, -0.227, -0.175], [0.311, -0.700, -0.295], [-1.995, -1.528, -0.067], [-0.431, 0.502, 0.640], [0.915, 0.039, -0.073], [-0.027, 0.930, 0.033], [-0.957, 0.672, 0.335], [0.964, 0.237, -0.127], [-0.142, -0.412, -0.369], [-1.571, -0.044, -1.605], [-1.802, 0.106, 1.703], [0.481, -0.831, -0.388], [0.695, 0.363, -1.682], [-0.500, 0.184, -0.365], [2.303, -0.087, 2.410], [0.323, -0.290, -1.818], [-0.861, -0.348, -0.706]], "spin_multiplicity": 1, "mol_weight_g_mol": 325.278, "charge": 1, "de_lowest_kcal_mol": 126.41, "homo_lumo_gap_ha": 0.3384}

=====

[2]
{"formula": "H38O19", "method": "ωB97M-V/def2-TZVPD", "species": ["H", "H", "H", "H", "O", "H", "O", "H", "O", "O", "O", "O", "O", "H", "O", "O", "H", "H", "H", "H", "O", "H", "H", "H", "H", "H", "O", "H", "O", "H", "H", "O", "O", "H", "H", "H", "H", "H", "H", "H", "O", "H", "H", "H", "O", "O", "O", "H", "H", "O", "H", "H", "H", "H", "H", "H", "H"], "coordinates": [[-5.161, -1.300, -0.665], [3.007, 3.679, -1.473], [-0.879, -2.879, 3.835], [3.424, 1.136, 0.304], [3.408, 2.072, 0.554], [-4.020, -1.166, -1.800], [3.368, -0.510, 2.662], [-0.095, 0.807, -0.666], [1.264, -2.546, 3.465], [-0.225, -1.017, -4.367], [-0.810, 1.406, -0.444], [-1.922, 2.730, 1.880], [-0.246, 3.954, -0.340], [0.046, -2.542, -2.241], [-1.805, -2.948, 3.576], [0.784, -2.463, -1.637], [-2.728, 2.914, 0.097], [-2.327, -1.623, -0.352], [3.295, -0.808, -2.268], [0.705, -1.262, -4.461], [-0.507, -4.652, -0.729], [-1.816, -2.318, 2.846], [-1.020, 3.011, 2.046], [3.427, -1.101, 0.351], [1.128, -0.656, 0.911], [-1.947, 1.818, 1.572], [2.412, 4.177, -0.907], [1.269, 1.805, 2.803], [-5.134, 0.965, -1.343], [1.092, -2.332, 2.545], [-4.771, 1.161, -2.221], [2.990, -0.891, -3.174], [-2.930, 3.308, -0.759], [4.361, 2.216, 0.627], [1.798, -1.910, 3.922], [-4.474, 1.573, -0.955], [-2.502, 2.834, -1.468], [3.076, -0.818, 3.512], [-2.729, -2.872, -1.155], [-1.258, -4.642, -0.137], [-4.506, -1.734, -1.208], [1.677, -2.401, -1.957], [0.123, 4.829, -0.493], [3.617, 0.413, 2.621], [2.762, -1.115, -0.321], [-1.979, -2.338, -0.884], [0.268, -0.994, 1.185], [-0.566, -3.973, -1.398], [2.375, -0.218, -3.460], [1.789, 2.028, 3.577], [1.316, 1.855, 4.390], [-0.527, -1.156, -5.263], [2.141, -1.695, 0.136], [-0.471, 2.325, -0.447], [-0.070, -1.659, 0.571], [-1.204, 3.991, -0.170], [1.703, 3.534, -0.825]], "atomic_forces_ev_per_a": [[0.054, 0.844, -0.436], [0.438, 0.252, -0.012], [0.265, -0.237, 0.272], [-0.556, 0.014, -0.090], [0.708, -1.039, 0.037], [-0.506, 0.787, 0.209], [0.291, -0.798, -1.648], [0.087, -0.035, -0.019], [-0.565, -1.441, 0.578], [0.513, -0.107, -0.015], [-0.375, 0.057, 0.008], [-0.942, 0.314, 0.086], [-0.004, 0.078, 0.320], [0.574, 0.542, -0.839], [0.150, 0.290, -0.248], [-0.450, 0.239, 1.780], [0.180, -0.279, 0.059], [-0.437, 0.055, -0.057], [-0.560, 0.524, 0.168], [0.043, -0.058, 0.374], [0.613, -1.401, 0.182], [-0.310, -0.026, -0.046], [0.213, -0.337, -0.175], [1.270, 0.180, 0.777], [-0.315, 0.048, -0.284], [0.751, -0.132, 0.153], [-0.115, 0.028, -0.556], [-0.328, -0.181, 0.221], [1.502, 1.207, -0.466], [0.189, 0.828, -0.015], [-0.918, -0.663, -0.632], [0.434, -0.981, -0.933], [-0.906, 0.756, -0.034], [-0.135, 0.604, 0.120], [-0.094, 0.407, -0.260], [-0.651, -0.126, 1.089], [0.452, -0.525, 0.055], [0.282, 0.748, 0.444], [-0.424, 0.227, 0.256], [-0.231, 0.424, -0.223], [0.080, -1.794, 0.153], [0.029, 0.019, -1.301], [-0.178, 0.065, -0.008], [-0.333, 0.386, 0.869], [-0.325, 0.055, 0.070], [1.013, -0.083, -0.152], [-0.316, -0.159, 0.754], [-0.343, 0.116, 0.595], [0.021, 0.487, 0.690], [0.867, 0.301, -0.069], [-0.505, -0.158, -0.150], [-0.501, 0.040, -0.327], [-0.347, -0.471, -0.728], [0.378, -0.723, -0.186], [0.371, 0.090, -0.550], [0.143, 0.685, -0.279], [-0.240, 0.057, 0.416]], "spin_multiplicity": 1, "mol_weight_g_mol": 342.285, "de_lowest_kcal_mol": 94.45, "homo_lumo_gap_ha": 0.3758}

=====

[3]
{"formula": "H38O19", "method": "ωB97M-V/def2-TZVPD", "species": ["H", "H", "H", "H", "H", "H", "O", "H", "H", "O", "O", "H", "H", "O", "O", "H", "H", "O", "H", "H", "H", "H", "O", "H", "H", "O", "O", "O", "H", "H", "H", "O", "H", "H", "H", "O", "O", "O", "O", "H", "H", "H", "O", "H", "H", "H", "H", "H", "H", "O", "H", "H", "H", "H", "H", "O", "O"], "coordinates": [[1.746, 1.343, -3.941], [-2.949, -2.582, 3.420], [-3.047, -1.779, 2.197], [-3.224, -0.232, -0.979], [-3.037, 2.992, -1.935], [2.923, -3.903, -0.560], [-3.300, 0.348, -1.748], [1.137, -2.803, 4.138], [-1.982, -2.414, 0.313], [-2.880, -2.707, 2.444], [-1.259, -1.859, 0.022], [3.947, -0.652, 1.304], [1.986, 3.021, -3.224], [0.254, -1.477, -2.192], [2.451, -0.258, -3.980], [-1.956, 0.805, 2.306], [-0.442, 0.746, 1.042], [-0.714, -0.115, 3.983], [-3.038, 3.689, -0.437], [3.548, 1.224, 0.538], [-0.418, -0.870, -2.554], [-2.253, 1.918, 1.339], [4.105, -0.009, 2.053], [2.078, 2.856, -1.247], [-0.534, -1.069, 3.827], [-0.279, 4.246, -0.675], [-2.570, 1.538, 2.156], [-2.361, -2.324, -2.625], [3.509, 3.401, -1.554], [0.129, 0.206, 4.341], [-4.197, 0.496, -2.034], [-0.514, -0.023, 1.604], [1.390, -4.256, -0.827], [-0.058, 3.992, -1.624], [-0.205, -2.924, 3.378], [2.620, 1.402, 0.188], [2.587, 3.674, -1.445], [-3.482, 3.211, -1.125], [-1.055, 1.826, -0.859], [4.977, -0.196, 2.397], [-2.357, -1.666, -1.869], [2.066, 1.838, 0.863], [2.155, -3.198, 2.075], [2.039, -3.274, 1.116], [-1.983, 1.504, -1.034], [-1.462, -2.663, -2.589], [2.246, -2.313, 2.432], [0.118, -0.044, 2.316], [3.403, -0.399, -3.846], [0.172, -2.961, 4.266], [2.099, -0.692, -3.157], [0.354, -1.343, -1.245], [-1.192, 4.531, -0.552], [-1.352, -0.974, 0.424], [-0.710, 1.998, -1.737], [2.018, -3.609, -0.506], [1.586, 2.316, -3.699]], "atomic_forces_ev_per_a": [[1.557, 0.429, 0.681], [0.068, -0.734, -0.762], [-0.015, -0.376, -0.253], [-0.918, 0.106, -0.189], [0.739, 0.541, -0.066], [0.198, -0.722, -0.363], [1.616, 0.283, 0.194], [-1.167, -0.605, 0.053], [-0.191, -0.282, 0.357], [-0.057, 1.244, 1.177], [-0.320, 0.592, -0.707], [0.412, 0.796, 1.429], [2.042, 0.859, 0.961], [0.834, 0.586, -1.070], [-0.044, -0.267, 1.529], [0.014, 0.079, 0.382], [0.742, 0.440, -0.032], [0.838, -0.545, 0.585], [0.667, 0.247, -0.164], [-1.965, 0.576, 0.112], [0.284, -0.426, 0.573], [-0.060, 0.294, -0.251], [-0.754, -0.780, -1.543], [1.040, 0.345, 0.551], [-0.258, 0.395, 0.783], [1.211, -0.648, -1.164], [-0.489, 0.018, 0.060], [-0.327, 1.231, 1.075], [-0.180, -0.092, 0.225], [-0.458, -0.037, 0.420], [-0.603, -0.253, 0.347], [-0.229, -0.156, -1.731], [0.247, -0.388, -0.165], [-0.928, 1.060, 1.658], [0.216, -0.578, -0.175], [0.718, -0.126, 0.018], [-0.872, -0.442, -0.851], [-1.859, -0.524, 0.222], [-0.493, -0.565, 0.187], [0.408, -0.218, 0.113], [0.081, -1.510, -1.494], [0.998, -0.391, -0.098], [0.216, -0.495, 1.298], [-0.233, 0.659, -0.160], [0.262, 0.112, -0.003], [0.113, -0.190, 0.048], [0.087, 0.197, -0.803], [0.149, 0.484, 0.277], [-0.210, 0.319, -0.511], [0.748, 0.877, -0.084], [-0.376, 0.172, -0.958], [-0.475, -0.044, 0.124], [-0.004, 0.048, -0.640], [0.220, -1.048, 0.453], [0.267, -0.178, -0.331], [-0.346, 1.016, 0.064], [-3.164, -1.385, -1.391]], "spin_multiplicity": 2, "s_squared": 0.7579, "mol_weight_g_mol": 342.285, "charge": 1, "de_lowest_kcal_mol": 39.92, "homo_lumo_gap_ha": [0.3563, 0.0992]}